No. 1
Molecular formula: C18H18ClN3OS
Method: DFT, ωB97M-V with the def2-TZVPD basis set

Geometry (Å):
Cl -2.7129 0.4493 -2.0874
S 7.0593 -1.8126 -0.7736
O -2.9310 -0.3276 1.0183
N 4.5122 -1.6634 -0.3979
N 3.2943 -1.1696 -0.1511
N 5.6713 0.3903 -0.6418
C 2.3191 -1.9788 0.0046
C 4.4127 1.5186 1.1683
C -0.0807 -2.4206 0.3232
C 0.9830 -1.5140 0.2824
C 0.7123 -0.1656 0.5225
C -4.3356 0.6587 -1.5158
C -6.6808 0.7297 -1.9841
C -5.3787 0.5654 -2.4221
C -4.5714 0.9181 -0.1677
C -6.9352 0.9840 -0.6474
C 5.0739 0.8986 2.1258
C -3.4262 0.9857 0.8109
C 4.6116 1.3114 -0.3086
C -1.6315 -0.6330 0.7755
C 5.6540 -0.9514 -0.5760
C -1.3638 -1.9885 0.5621
C -5.8860 1.0728 0.2503
C -0.5709 0.2722 0.7714
H 4.8743 1.0893 3.1657
H 4.6500 -2.6776 -0.4231
H -5.1672 0.3654 -3.4608
H -7.4943 0.6567 -2.6895
H 4.8493 2.2715 -0.7786
H 5.8416 0.1715 1.9188
H -6.0834 1.2655 1.2942
H 3.6773 0.9410 -0.7394
H 3.6457 2.2435 1.4062
H 0.1058 -3.4708 0.1511
H -2.6529 1.6481 0.4121
H -2.1913 -2.6802 0.5851
H -7.9502 1.1094 -0.3029
H -3.7738 1.3767 1.7738
H -0.7335 1.3205 0.9732
H 2.4632 -3.0632 -0.0763
H 1.5333 0.5334 0.5249
H 6.6070 0.7694 -0.6764

Forces on the atoms, in the same order (eV/Å):
Cl 0.08 0.01 -0.10
S 0.55 -0.35 -0.03
O 0.05 -0.17 0.04
N 0.23 -0.87 -0.05
N -0.91 0.35 0.17
N -0.19 0.06 0.13
C 0.99 -0.23 -0.22
C -0.05 0.07 -0.32
C 0.31 0.23 -0.03
C -0.71 0.30 0.17
C 0.07 -0.35 -0.07
C -0.26 0.05 0.03
C -0.02 0.01 0.06
C 0.12 -0.01 -0.01
C 0.21 -0.05 0.08
C -0.10 0.01 -0.01
C 0.05 -0.05 0.13
C -0.16 0.30 -0.10
C -0.32 0.20 0.05
C 0.39 -0.37 0.02
C 0.19 0.04 -0.18
C -0.30 0.29 0.10
C 0.11 0.02 -0.06
C -0.33 0.16 0.08
H -0.10 0.10 0.19
H 0.06 0.41 0.02
H 0.04 -0.02 -0.09
H -0.07 -0.01 -0.06
H -0.03 -0.10 0.00
H 0.16 -0.15 -0.13
H -0.01 0.02 0.12
H 0.18 0.29 0.01
H -0.11 0.11 0.14
H 0.02 -0.12 -0.01
H -0.05 -0.09 0.11
H -0.09 -0.07 -0.01
H -0.09 0.01 0.03
H 0.07 -0.02 -0.15
H -0.03 0.05 0.01
H 0.07 0.04 -0.01
H 0.08 0.12 0.02
H -0.10 -0.21 -0.05

The value obtained for the energy above the lowest of the compared OMol25 structures with the same formula, charge and spin is 29.7 kcal per mole. Its structure (SMILES) is C=CCNC(=S)N/N=C/c1ccc(OCc2ccccc2Cl)cc1. Its HOMO energy is -0.2847 Eh. As for the charge: 0. The value obtained for the frontier orbital gap is 8.054 eV. For the max |F|, the calculation gives 1.038 eV/A.

Charges per atom according to natural (NBO) partitioning, unit e: atom 1 (Cl): 0.010, atom 2 (S): -0.291, atom 3 (O): -0.498, atom 4 (N): -0.428, atom 5 (N): -0.248, atom 6 (N): -0.586, atom 7 (C): 0.073, atom 8 (C): -0.187, atom 9 (C): -0.155, atom 10 (C): -0.138, atom 11 (C): -0.172, atom 12 (C): -0.011, atom 13 (C): -0.192, atom 14 (C): -0.227, atom 15 (C): -0.085, atom 16 (C): -0.213, atom 17 (C): -0.397, atom 18 (C): -0.082, atom 19 (C): -0.272, atom 20 (C): 0.325, atom 21 (C): 0.289, atom 22 (C): -0.263, atom 23 (C): -0.176, atom 24 (C): -0.246, atom 25 (H): 0.204, atom 26 (H): 0.393, atom 27 (H): 0.229, atom 28 (H): 0.220, atom 29 (H): 0.211, atom 30 (H): 0.202, atom 31 (H): 0.215, atom 32 (H): 0.241, atom 33 (H): 0.198, atom 34 (H): 0.212, atom 35 (H): 0.199, atom 36 (H): 0.227, atom 37 (H): 0.218, atom 38 (H): 0.194, atom 39 (H): 0.209, atom 40 (H): 0.156, atom 41 (H): 0.222, atom 42 (H): 0.421

---

No. 2
Molecular formula: C18H18F2N
Method: DFT, ωB97M-V with the def2-TZVPD basis set

Geometry (Å):
F 1.5058 -5.6287 -0.6648
F -1.7123 2.2704 4.8725
N 0.0657 0.7865 -0.8441
C -1.5049 2.2892 2.5388
C -1.1427 1.5670 1.4078
C -1.1820 1.6914 3.7382
C -0.5223 0.3392 1.4434
C -0.1085 -0.1103 2.6671
C -0.3054 -0.2905 0.0258
C 0.3299 2.2953 -2.6159
C 1.2001 -3.8335 0.8655
C 1.4876 0.6891 -1.0296
C 0.2623 -1.7510 -0.0155
C -0.5842 1.5968 -1.7136
C 0.7190 -2.5281 1.0207
C 1.7341 1.6698 -2.1523
C -2.0711 1.7828 -1.7172
C -0.4746 0.4890 3.8643
C 1.1791 -4.3183 -0.4440
C 0.2520 -2.3188 -1.2745
C 0.7232 -3.6017 -1.5447
H -1.1892 2.0890 0.4685
H 0.6723 -0.9242 2.7328
H -2.5763 0.7956 -1.9544
H 0.8907 -2.0808 2.0196
H -1.3523 -0.5034 -0.4527
H -2.4114 2.5936 -2.4519
H 2.1717 1.1180 -3.0185
H 1.4751 -4.4252 1.7052
H -2.0828 3.1984 2.4547
H 1.8354 -0.3040 -1.3952
H 0.2515 3.3840 -2.4618
H -2.4145 2.0826 -0.6823
H -0.3054 -0.0047 4.8115
H 0.0636 2.0923 -3.6675
H 0.6572 -4.0192 -2.5119
H 0.0310 -1.6570 -2.1162
H 2.4215 2.4602 -1.7956
H 2.0112 1.0192 -0.1120

Forces on the atoms, in the same order (eV/Å):
F 0.04 1.06 0.26
F 0.84 -0.54 -0.96
N 0.85 -0.05 -2.98
C 0.33 -0.95 -0.39
C -0.10 1.40 0.34
C -1.18 -0.12 1.97
C 0.24 0.31 -1.60
C 1.96 -1.89 1.06
C -5.20 -1.41 2.05
C 1.70 -0.42 0.72
C -0.96 0.87 -2.00
C 1.59 1.29 -1.22
C 0.39 1.36 -1.28
C -0.13 -2.08 2.22
C 1.38 0.23 2.08
C 0.65 1.26 -1.78
C -0.89 0.20 -0.06
C -0.77 1.13 -0.79
C -0.26 -1.61 0.18
C 0.68 -0.07 -1.24
C -0.30 1.03 1.78
H -0.45 -0.09 0.33
H -1.73 1.47 0.36
H 0.47 1.09 0.20
H -0.45 -1.18 -1.32
H 1.13 0.15 1.62
H 0.67 -1.35 0.97
H -0.09 0.79 0.65
H 0.37 -0.37 0.33
H 0.22 0.10 0.27
H -0.61 0.51 0.95
H 0.06 -0.31 -0.08
H 0.14 -0.40 -1.38
H 0.23 0.37 0.04
H 0.09 0.02 0.41
H 0.17 -0.47 -0.80
H -0.42 -0.39 0.02
H -0.32 -0.35 -0.65
H -0.35 -0.59 -0.28

The value obtained for the energy above the lowest of the compared OMol25 structures with the same formula, charge and spin is 25.3 kcal per mole. Its structure (SMILES) is CC1=[N+](C(c2ccc(F)cc2)c2ccc(F)cc2)CCC1. Its HOMO energy is -0.4549 Eh. As for the charge: +1. The value obtained for the frontier orbital gap is 8.125 eV. For the max |F|, the calculation gives 5.761 eV/A.

Charges per atom according to natural (NBO) partitioning, unit e: atom 1 (F): -0.316, atom 2 (F): -0.321, atom 3 (N): -0.297, atom 4 (C): -0.270, atom 5 (C): -0.178, atom 6 (C): 0.423, atom 7 (C): -0.079, atom 8 (C): -0.152, atom 9 (C): -0.064, atom 10 (C): -0.498, atom 11 (C): -0.258, atom 12 (C): -0.245, atom 13 (C): -0.078, atom 14 (C): 0.529, atom 15 (C): -0.156, atom 16 (C): -0.414, atom 17 (C): -0.729, atom 18 (C): -0.263, atom 19 (C): 0.425, atom 20 (C): -0.178, atom 21 (C): -0.265, atom 22 (H): 0.182, atom 23 (H): 0.207, atom 24 (H): 0.282, atom 25 (H): 0.208, atom 26 (H): 0.230, atom 27 (H): 0.274, atom 28 (H): 0.237, atom 29 (H): 0.252, atom 30 (H): 0.249, atom 31 (H): 0.248, atom 32 (H): 0.272, atom 33 (H): 0.282, atom 34 (H): 0.256, atom 35 (H): 0.276, atom 36 (H): 0.248, atom 37 (H): 0.196, atom 38 (H): 0.243, atom 39 (H): 0.242

---

no.,energy (hartree)
1,-1794.55116
2,-950.86165